Entry 1:
C4H8O2 | ωB97M-V with the def2-TZVPD basis set

Computed properties:
Kohn-Sham gap: 9.03 eV
Energy: -8368.2939 eV
LUMO level: 0.810 eV
Energy above the lowest of the compared OMol25 structures with the same formula, charge and spin: 115.0 kcal per mole

Structure (ORCA input):
```
! wB97M-V def2-TZVPD RIJCOSX def2/J DEFGRID3
* xyz 0 1
C -2.023 -0.387 -0.188
C -1.199 0.643 0.562
C 0.642 1.039 0.451
O 0.146 0.640 -0.663
O 1.791 0.453 0.801
C 2.390 -0.454 -0.144
H -2.986 -0.483 0.332
H -2.203 -0.086 -1.221
H -1.538 -1.367 -0.185
H -1.569 1.660 0.494
H -1.084 0.341 1.605
H 3.359 -0.710 0.284
H 1.781 -1.352 -0.276
H 2.518 0.029 -1.116
*
```



Entry 2:
C11H29INO5 | ωB97M-V with the def2-TZVPD basis set

Computed properties:
Kohn-Sham gap: 5.61 eV
Energy: -31695.2331 eV
LUMO level: -5.435 eV

Structure (ORCA input):
```
! wB97M-V def2-TZVPD RIJCOSX def2/J DEFGRID3
* xyz 1 1
C 2.790 -0.136 1.591
C 1.608 -1.064 1.443
O 0.428 -0.273 1.173
C -0.760 -0.932 1.289
N -1.776 0.132 1.588
I -1.816 1.695 0.179
H 3.610 -0.710 2.018
H 2.560 0.698 2.246
H 3.123 0.235 0.626
H 1.449 -1.643 2.353
H 1.763 -1.745 0.607
H -0.783 -1.633 2.129
H -1.085 -1.441 0.380
H -1.518 0.559 2.477
H -2.713 -0.272 1.675
C -7.957 -1.787 0.335
O -7.389 -0.486 0.397
C -6.960 -0.103 1.685
C -5.456 -0.199 1.817
O -4.972 -1.528 1.674
C -4.519 -1.813 0.367
H -8.024 -2.061 -0.715
H -7.343 -2.522 0.860
H -8.963 -1.790 0.764
H -7.442 -0.709 2.457
H -7.255 0.939 1.842
H -5.163 0.154 2.811
H -4.983 0.446 1.064
H -3.509 -1.395 0.233
H -5.178 -1.403 -0.397
H -4.459 -2.893 0.253
C 6.062 1.924 -0.440
O 5.962 0.666 -1.083
C 4.810 0.526 -1.891
C 5.082 0.795 -3.355
O 5.460 2.137 -3.587
C 6.858 2.322 -3.745
H 7.074 2.011 -0.051
H 5.874 2.748 -1.132
H 5.357 1.991 0.397
H 4.012 1.189 -1.535
H 4.463 -0.509 -1.786
H 4.164 0.609 -3.921
H 5.849 0.107 -3.724
H 7.188 1.962 -4.724
H 7.424 1.809 -2.965
H 7.053 3.391 -3.681
*
```



Entry 3:
H4P2S | ωB97M-V with the def2-TZVPD basis set

Computed properties:
Kohn-Sham gap: 9.12 eV
Energy: -29476.0209 eV
LUMO level: 0.218 eV
Energy above the lowest of the compared OMol25 structures with the same formula, charge and spin: 16.6 kcal per mole

Structure (ORCA input):
```
! wB97M-V def2-TZVPD RIJCOSX def2/J DEFGRID3
* xyz 0 1
P 1.056 -0.674 -0.377
P -0.415 0.876 -0.564
S -2.013 -0.318 0.268
H 1.242 -0.775 0.955
H 1.954 0.408 -0.536
H -0.116 1.629 1.022
H -1.707 -1.146 -0.768
*
```



Entry 4:
C28H44FN3O4S4Ti | ωB97M-V with the def2-TZVPD basis set

Computed properties:
Kohn-Sham gap (spin up / spin down): 5.02 / 8.18 eV
Energy: -111573.4970 eV
LUMO level (spin up / spin down): -4.315 / -4.202 eV
Energy above the lowest of the compared OMol25 structures with the same formula, charge and spin: 3.1 kcal per mole

Structure (ORCA input):
```
! wB97M-V def2-TZVPD RIJCOSX def2/J DEFGRID3
* xyz 2 3
Ti 0.338 -0.211 0.067
C -0.869 3.396 0.343
C -2.069 2.765 1.033
S -2.262 1.013 0.598
C -2.573 0.263 2.211
C -1.470 0.437 3.250
S 0.170 -0.122 2.687
C 1.260 1.289 3.040
C 0.887 2.615 2.394
S 0.701 2.528 0.583
H -1.009 3.411 -0.739
H -0.748 4.431 0.664
H -2.003 2.870 2.115
H -2.971 3.292 0.721
H -3.501 0.667 2.619
H -2.753 -0.789 1.985
H -1.385 1.473 3.574
H -1.714 -0.153 4.132
H 1.327 1.414 4.121
H 2.239 0.947 2.697
H -0.039 3.003 2.814
H 1.664 3.344 2.623
C -0.634 -7.226 -2.637
C -0.921 -6.880 -1.184
N -0.313 -5.617 -0.774
C -1.075 -4.483 -0.847
C -0.575 -3.264 -0.520
C -1.409 -2.044 -0.667
O -2.549 -1.937 -0.281
O -0.743 -1.025 -1.240
C 0.752 -3.140 -0.032
O 1.238 -1.957 0.332
C 1.566 -4.295 0.005
C 2.901 -4.245 0.445
C 3.663 -5.396 0.467
F 4.925 -5.303 0.955
C 3.182 -6.619 0.042
C 1.839 -6.676 -0.395
C 1.026 -5.557 -0.397
N 3.925 -7.842 0.068
C 5.325 -7.798 -0.334
C 5.827 -9.249 -0.494
N 4.637 -10.157 -0.459
C 3.976 -10.127 0.889
C 3.766 -8.649 1.275
H -1.118 -8.164 -2.907
H 0.437 -7.324 -2.821
H -1.016 -6.447 -3.297
H -0.576 -7.663 -0.507
H -1.994 -6.790 -1.019
H -2.091 -4.611 -1.190
H 3.319 -3.322 0.819
H 1.477 -7.630 -0.750
H 5.967 -7.290 0.389
H 5.396 -7.261 -1.279
H 6.476 -9.557 0.323
H 6.350 -9.409 -1.434
H 4.889 -11.110 -0.718
H 3.958 -9.797 -1.135
H 4.627 -10.657 1.580
H 3.038 -10.672 0.796
H 4.475 -8.351 2.058
H 2.762 -8.512 1.668
C 5.670 3.001 0.305
C 4.638 1.896 0.494
C 4.785 0.818 -0.573
S 3.563 -0.473 -0.323
O 2.248 0.307 -0.526
C 3.820 -1.467 -1.803
C 3.318 -0.866 -3.116
C 1.909 -1.324 -3.470
H 5.563 3.768 1.071
H 5.555 3.483 -0.666
H 6.685 2.607 0.369
H 3.631 2.313 0.435
H 4.753 1.440 1.482
H 5.754 0.317 -0.493
H 4.687 1.224 -1.581
H 3.344 -2.426 -1.588
H 4.901 -1.635 -1.801
H 4.010 -1.171 -3.903
H 3.366 0.225 -3.082
H 1.852 -2.414 -3.484
H 1.621 -0.964 -4.457
H 1.171 -0.968 -2.754
*
```



- Which value of energy does entry 4 give?
  -111573.4970 eV



- energy of number 1 (C4H8O2)?
  -8368.2939 eV